(1)
The following is a DFT calculation (ωB97M-V/def2-TZVPD) of a molecular structure, C25H63F6Hg2N6O27S6.

## Properties
Net charge = -1
HOMO energy = -0.1807 Eh

Each line ends with the Löwdin charge.
CARTESIAN COORDINATES (ANGSTROEM)
Hg -1.372 3.254 -2.327  1.22
Hg -2.521 -0.707 2.357  1.28
N -0.772 0.129 1.250  -0.34
S 0.018 1.289 0.607  0.47
O -0.369 1.815 -0.686  -0.40
O 1.393 1.577 1.068  -0.25
F -0.787 2.340 1.465  -0.18
S 0.099 -1.106 0.359  0.60
O 1.368 -1.482 0.907  -0.23
O -0.210 -1.017 -1.106  -0.27
F -0.807 -2.321 0.786  -0.19
N -4.720 3.604 0.758  -0.22
S -4.893 4.404 2.021  0.45
O -5.867 5.455 2.032  -0.28
O -3.760 4.475 2.975  -0.32
F -5.743 3.123 2.700  -0.25
S -3.584 4.673 0.110  0.62
O -2.335 4.025 -0.317  -0.45
O -3.492 6.145 0.463  -0.29
F -4.352 4.697 -1.269  -0.21
N -1.979 -2.534 3.519  -0.38
S -2.487 -4.002 3.551  0.48
O -3.719 -4.110 4.265  -0.24
O -1.550 -5.158 3.335  -0.28
F -3.066 -3.863 2.078  -0.20
S -0.716 -2.809 4.710  0.67
O 0.683 -2.962 4.259  -0.28
O -1.111 -3.307 6.032  -0.26
F -0.551 -1.184 5.114  -0.27
C -4.463 -0.781 0.558  -0.99
O -4.330 0.274 1.202  -0.02
O -5.257 -0.720 -0.438  0.09
O -3.476 -1.477 0.344  -0.03
C 1.268 -5.188 0.825  -0.26
C 2.159 -6.099 1.701  -0.24
O 3.349 -6.344 1.007  -0.06
O -0.084 -5.409 0.942  -0.07
H 1.569 -5.309 -0.216  0.12
H 1.392 -4.169 1.189  0.10
H 1.644 -7.023 1.963  0.12
H 2.116 -5.671 2.703  0.11
H 3.655 -5.660 0.406  0.08
H -0.323 -5.063 1.804  0.04
C 2.856 -0.883 -2.432  -0.27
C 3.995 -1.884 -2.249  -0.25
O 3.977 -2.264 -0.949  -0.04
O 2.720 0.185 -1.574  -0.08
H 1.868 -1.266 -2.177  0.09
H 2.647 -0.491 -3.427  0.11
H 4.943 -1.403 -2.489  0.11
H 3.910 -2.788 -2.853  0.13
H 3.506 -1.610 -0.428  0.07
H 3.601 0.565 -1.579  0.10
C -0.110 -1.349 -4.770  -0.24
C -1.302 -2.425 -4.661  -0.18
O -2.051 -2.053 -3.495  -0.06
O -0.500 -0.060 -5.164  -0.06
H 0.698 -1.698 -5.413  0.11
H 0.398 -1.319 -3.806  0.08
H -1.037 -3.471 -4.815  0.12
H -1.862 -2.228 -5.575  0.10
H -2.107 -1.108 -3.337  0.07
H -1.052 0.251 -4.443  0.06
C -6.084 -4.046 -0.111  -0.11
O -5.763 -3.337 -1.303  -0.17
C -6.706 -3.723 -2.276  -0.25
C -6.338 -3.150 -3.672  -0.17
N -4.883 -3.164 -4.001  -0.03
C -4.359 -4.512 -4.238  -0.22
C -3.896 -5.249 -3.002  -0.20
O -3.198 -4.349 -2.075  -0.17
C -2.198 -5.093 -1.292  -0.08
H -7.102 -4.104 0.272  0.09
H -5.491 -3.675 0.725  0.07
H -5.644 -5.043 -0.130  0.08
H -7.680 -3.311 -2.013  0.11
H -6.866 -4.801 -2.305  0.10
H -6.757 -2.147 -3.585  0.11
H -6.950 -3.740 -4.354  0.10
H -4.801 -2.698 -4.893  0.09
H -3.645 -4.496 -5.062  0.10
H -5.064 -5.103 -4.823  0.10
H -3.326 -6.131 -3.292  0.11
H -4.770 -5.728 -2.559  0.10
H -1.473 -4.366 -0.927  0.06
H -1.501 -5.718 -1.851  0.07
H -2.593 -5.652 -0.443  0.08
C 1.613 4.668 0.096  -0.09
O 1.226 3.787 -0.921  -0.27
C 2.232 3.372 -1.777  -0.18
C 1.673 2.550 -3.009  -0.17
N 0.501 3.029 -3.751  -0.14
C 0.782 4.015 -4.763  -0.16
C 1.823 3.472 -5.834  -0.23
O 1.461 2.324 -6.498  -0.16
C 1.075 2.474 -7.814  -0.11
H 0.844 4.582 0.863  0.09
H 1.574 5.737 -0.115  0.09
H 2.614 4.413 0.445  0.10
H 2.897 2.789 -1.139  0.12
H 2.690 4.257 -2.218  0.12
H 1.156 1.672 -2.622  0.09
H 2.464 2.033 -3.552  0.12
H 0.174 2.153 -4.132  0.08
H 1.239 4.938 -4.405  0.12
H -0.130 4.342 -5.262  0.12
H 2.775 3.254 -5.350  0.11
H 2.173 4.297 -6.454  0.12
H 1.043 1.577 -8.432  0.09
H 1.769 3.154 -8.307  0.09
H 0.036 2.794 -7.897  0.09
C 7.234 4.320 5.599  -0.09
O 7.639 4.793 6.882  -0.19
C 6.907 4.567 8.031  -0.23
C 6.076 3.263 8.168  -0.24
N 5.023 2.950 7.312  -0.08
C 3.916 3.922 6.913  -0.14
C 3.167 3.500 5.635  -0.26
O 2.335 4.494 5.093  -0.20
C 1.452 4.060 3.985  -0.05
H 6.188 4.486 5.339  0.07
H 7.428 3.252 5.492  0.08
H 7.813 4.903 4.883  0.09
H 6.378 5.490 8.265  0.11
H 7.691 4.600 8.788  0.11
H 5.628 3.413 9.150  0.11
H 6.626 2.330 8.287  0.12
H 5.239 2.349 6.529  0.10
H 4.350 4.914 6.792  0.10
H 3.140 3.881 7.678  0.11
H 2.600 2.616 5.926  0.12
H 3.834 3.255 4.809  0.11
H 0.897 4.911 3.592  0.09
H 0.735 3.331 4.362  0.09
H 1.973 3.545 3.177  0.07

=====

(2)
The following is a DFT calculation (ωB97M-V/def2-TZVPD) of 2 unconnected molecules or ions with the total composition C4H9FN.

## Properties
Net charge = +1
HOMO energy = -0.4928 Eh
Relative energy (zero: lowest compared OMol25 entry of this formula, charge and spin) = 246.28 kJ/mol

Each line ends with the natural charge from an NBO analysis.
CARTESIAN COORDINATES (ANGSTROEM)
C -0.721 0.213 -1.125  -0.54
C 2.402 0.717 -0.936  0.16
C -0.957 -0.707 -0.268  0.46
C -2.391 -1.056 0.147  -0.68
N 2.399 0.647 0.337  -0.58
F 0.002 -1.307 0.454  -0.35
H 0.161 0.790 -1.214  0.16
H -1.299 0.583 -1.899  0.24
H 2.917 1.488 -1.374  0.22
H 1.856 -0.027 -1.481  0.25
H -2.931 -0.094 0.138  0.24
H -2.338 -1.468 1.081  0.24
H -2.888 -1.565 -0.706  0.25
H 1.791 -0.086 0.807  0.46
H 2.914 1.273 0.990  0.46

=====

(3)
The following is a DFT calculation (ωB97M-V/def2-TZVPD) of 2 unconnected molecules or ions with the total composition C19H17O4S.

## Properties
Net charge = -1
HOMO energy = -0.1021 Eh
Relative energy (zero: lowest compared OMol25 entry of this formula, charge and spin) = 21.45 kJ/mol

Each line ends with the natural charge from an NBO analysis.
CARTESIAN COORDINATES (ANGSTROEM)
C 2.295 -2.015 -2.226  -0.67
C 2.418 -1.649 -0.750  0.53
C 3.736 -2.162 -0.148  -0.63
O 2.385 -0.208 -0.569  -0.52
C 1.186 0.428 -0.822  0.78
O 1.164 1.640 -0.838  -0.55
C -0.035 -0.419 -0.895  -0.40
C -1.237 0.204 -1.014  0.04
C -2.524 -0.479 -1.078  -0.12
C -2.729 -1.734 -1.715  -0.14
C -3.977 -2.347 -1.688  -0.24
C -5.034 -1.744 -0.994  -0.20
C -4.850 -0.517 -0.348  -0.25
C -3.629 0.132 -0.456  -0.09
C 0.073 -1.736 -0.199  0.78
O -0.863 -2.313 0.307  -0.56
O 1.342 -2.241 0.013  -0.53
H 1.346 -1.636 -2.630  0.23
H 3.145 -1.579 -2.768  0.22
H 2.340 -3.109 -2.316  0.22
H 3.805 -1.912 0.914  0.24
H 3.799 -3.248 -0.257  0.21
H 4.580 -1.718 -0.678  0.22
H -1.186 1.285 -1.021  0.26
H -1.890 -2.219 -2.216  0.21
H -4.119 -3.301 -2.207  0.21
H -5.992 -2.248 -0.932  0.20
H -5.657 -0.058 0.229  0.21
H -3.469 1.107 0.009  0.24
S -1.333 1.283 1.984  -0.45
C -0.022 2.266 2.236  -0.17
C 1.104 1.783 2.956  -0.27
C 2.293 2.493 2.937  -0.22
C 2.367 3.729 2.278  -0.30
C 1.225 4.270 1.671  -0.21
C 0.026 3.577 1.693  -0.26
H 1.019 0.827 3.466  0.21
H 3.174 2.082 3.429  0.19
H 3.319 4.270 2.237  0.19
H 1.282 5.235 1.168  0.19
H -0.874 3.982 1.237  0.20

=====

no.,E (eV),gap between HOMO and LUMO (eV)
1,-180813.7679,2.43
2,-8492.2046,7.79
3,-39005.4407,5.05